Record 1
Here is an isolated ion of composition C9H11N2O and charge -1 from OMol25. Energies are from wB97M-V/def2-TZVPD.

Geometry as XYZ:
```
23
Properties=species:S:1:pos:R:3:forces:R:3:lowdin_charge:R:1
O -0.675 1.504 2.197 -1.13 0.12 0.29 -0.077
N 0.649 0.746 -0.430 -1.85 1.38 0.31 -0.038
N 0.459 1.696 1.848 -0.47 0.38 -0.24 -0.117
C -3.199 -0.249 -1.667 -1.25 1.89 0.05 -0.202
C 2.393 0.324 1.234 0.79 0.74 2.36 -0.201
C -0.609 0.338 -0.730 2.05 -2.14 -0.68 -0.313
C -1.036 -1.093 -0.922 -0.78 2.83 0.44 -0.023
C -2.381 -1.273 -1.327 2.21 -0.89 -0.41 -0.181
C -2.776 1.083 -1.538 -0.81 1.44 -0.56 -0.153
C 1.392 0.725 2.354 0.99 -1.56 0.43 -0.249
C -1.517 1.357 -1.118 0.20 0.77 1.12 -0.105
C 1.686 -0.094 -0.026 -0.50 -1.19 -0.94 -0.350
H -2.802 -2.196 -1.686 0.30 -0.97 0.62 0.075
H 1.799 1.320 3.184 0.68 -0.18 -0.23 0.102
H 0.989 -0.222 2.886 -0.17 1.39 -1.14 0.130
H 2.981 -0.498 1.685 -0.01 0.16 -0.49 0.092
H 3.151 1.155 1.022 -1.25 -0.87 0.23 0.116
H -0.293 -1.850 -0.694 -0.53 -0.25 -0.21 0.052
H -3.362 2.033 -1.810 0.28 -1.88 0.35 0.108
H -4.208 -0.476 -1.942 -0.43 -0.03 -0.37 0.064
H 2.484 0.043 -0.713 0.99 -0.34 -1.40 0.077
H 1.380 -1.154 -0.131 0.54 -0.02 0.86 0.092
H -1.240 2.408 -0.909 0.16 -0.77 -0.37 0.102
```
Forces are in eV/Å.

Values from the calculation:
HOMO-LUMO gap: 6.1 eV
LUMO: 3.95 eV
HOMO energy: -0.0807 hartree
total charge: -1


Record 2
Here is an isolated ion of composition C19H26N3O6 and charge +1 from OMol25. Energies are from wB97M-V/def2-TZVPD.

Geometry as XYZ:
```
54
Properties=species:S:1:pos:R:3:forces:R:3:lowdin_charge:R:1
O 0.447 -2.070 1.614 0.07 -0.18 -0.14 -0.001
O 2.466 -5.067 -1.965 0.33 -0.10 0.04 0.106
O -0.332 0.159 -0.342 0.01 0.05 0.28 0.032
O 0.718 -5.227 -3.210 -0.18 -0.26 -0.27 0.111
O -1.084 2.712 -2.748 0.09 -0.15 -0.13 0.080
O 1.073 -4.307 0.642 0.34 0.35 -0.13 0.002
N -0.664 4.839 1.357 -0.20 0.11 0.16 -0.156
N -1.446 2.868 -0.548 -0.16 0.19 0.12 -0.043
N 1.364 -4.723 -2.321 0.02 -0.01 -0.09 -0.368
C 0.413 -2.127 0.264 0.08 -0.20 0.01 -0.095
C 0.785 -3.384 -0.282 -0.19 0.21 0.07 -0.112
C 0.280 5.732 2.049 0.49 0.53 0.43 0.014
C 2.130 -6.497 0.597 -0.15 0.37 -0.10 -0.052
C -1.820 4.250 -0.739 0.19 0.06 -0.29 -0.108
C -0.306 3.407 1.526 -0.15 -0.96 0.06 -0.077
C 0.841 -5.704 0.451 -0.04 -0.66 0.05 -0.200
C 0.806 -3.544 -1.681 -0.34 0.78 0.25 -0.065
C -0.411 -0.098 -2.604 -0.18 0.69 0.64 -0.109
C 0.017 -1.330 -2.017 0.15 -0.21 0.74 -0.095
C 0.236 -1.121 3.766 0.00 -0.08 -0.48 -0.048
C -0.783 5.164 -0.090 -0.41 0.04 -0.86 -0.075
C -1.353 2.521 0.841 0.22 -0.12 0.21 -0.108
C -1.044 2.154 -1.667 -0.14 0.38 0.17 -0.342
C -0.588 0.121 -4.055 -0.09 0.14 -0.13 0.000
C 0.054 -1.120 -0.622 0.03 -0.35 -0.71 -0.095
C -0.613 0.768 -1.555 0.30 -0.99 -1.09 -0.083
C 0.062 -0.883 2.275 -0.14 0.39 0.40 -0.248
C 0.393 -2.551 -2.552 -0.02 0.04 0.16 0.080
H 0.140 -5.988 1.246 0.05 0.06 -0.20 0.131
H 0.387 0.155 -4.540 0.06 0.01 -0.08 0.106
H -0.058 -0.237 4.326 -0.03 0.09 0.08 0.074
H -0.028 6.770 1.934 -0.10 -0.07 -0.08 0.114
H -2.332 2.669 1.318 0.05 -0.03 0.03 0.144
H 1.276 5.614 1.625 -0.09 -0.10 -0.08 0.118
H 1.274 -1.355 3.983 0.11 0.01 0.07 0.085
H 0.402 -2.728 -3.615 0.02 -0.06 -0.10 0.137
H 0.319 5.493 3.111 -0.09 -0.10 -0.05 0.114
H 0.192 5.010 -0.557 0.01 0.01 0.17 0.154
H -1.070 6.211 -0.203 0.06 -0.02 0.18 0.146
H 2.598 -6.258 1.548 0.03 -0.05 0.14 0.082
H 0.355 -5.901 -0.509 -0.01 0.09 0.10 0.120
H 1.904 -7.559 0.567 -0.03 -0.14 0.03 0.085
H 2.823 -6.258 -0.205 0.00 -0.10 0.12 0.058
H 0.673 3.246 1.069 -0.03 0.15 0.04 0.154
H -1.101 1.057 -4.247 0.02 -0.08 -0.09 0.074
H -0.988 -0.651 2.045 0.13 -0.01 -0.01 0.127
H -1.145 -0.708 -4.487 -0.03 -0.07 -0.07 0.097
H -1.597 4.969 1.770 0.18 0.00 -0.04 0.196
H -2.814 4.429 -0.314 0.00 0.02 0.00 0.142
H -0.376 -1.961 4.078 -0.08 -0.06 0.08 0.085
H -1.855 4.433 -1.817 -0.03 0.12 0.26 0.137
H 0.694 -0.047 1.943 -0.09 -0.10 0.01 0.122
H -1.072 1.477 0.957 -0.05 0.18 0.15 0.107
H -0.246 3.173 2.591 0.00 0.19 -0.01 0.144
```
Forces are in eV/Å.

Values from the calculation:
HOMO-LUMO gap: 7.3 eV
structure (SMILES): CCOc1c([N+](=O)[O-])cc2c(C)c(C(=O)N3CC[NH+](C)CC3)oc2c1OCC
LUMO: -3.03 eV
HOMO energy: -0.3811 hartree
total charge: +1


Record 3
Here is C29H41AsN7NaP2Se as an isolated structure from OMol25. Energies are from wB97M-V/def2-TZVPD.

Geometry as XYZ:
```
82
Properties=species:S:1:pos:R:3:forces:R:3:lowdin_charge:R:1
Se 1.542 0.850 4.927 0.13 0.08 0.20 0.385
As 0.743 1.262 -1.317 0.47 0.56 -0.16 1.388
P -1.723 -1.988 -1.799 -0.29 -0.34 -0.80 0.838
P -2.785 -1.927 1.526 -0.47 -0.48 0.23 0.874
Na -0.807 -0.343 0.525 -0.19 0.39 -0.24 -0.260
N 0.284 -2.389 0.202 1.38 -0.89 0.85 0.127
N -1.562 1.878 1.639 -0.41 0.29 0.11 0.017
N -2.779 0.790 -0.579 -0.64 0.42 0.22 -0.019
N 3.633 -4.391 2.761 -0.15 0.06 0.05 0.167
N 2.164 -3.714 1.148 0.06 0.22 -0.08 0.118
N 0.271 -0.201 2.463 0.70 0.23 1.36 0.007
N 1.805 -3.143 3.387 -0.63 0.57 0.52 0.211
C 0.344 5.094 0.542 0.05 -0.07 0.04 -0.088
C -2.657 -3.349 -0.940 0.03 0.29 0.31 -0.420
C 2.320 0.662 -0.357 0.16 0.00 -0.27 -0.348
C 1.164 -2.967 0.716 -0.56 0.03 -0.43 -0.313
C 2.933 1.897 -3.235 -0.04 0.11 -0.11 -0.090
C -4.253 -1.631 2.605 0.07 0.03 -0.06 -0.286
C -3.602 1.611 0.334 0.42 -0.25 -0.09 -0.251
C 3.898 1.322 1.337 -0.04 -0.13 0.03 -0.015
C 4.647 0.185 1.062 -0.06 0.04 0.00 -0.070
C -2.047 -3.331 2.459 0.06 0.06 -0.03 -0.278
C -0.607 -3.036 -2.832 -0.04 0.14 0.09 -0.291
C 2.068 3.814 1.650 -0.02 0.04 0.04 -0.018
C -3.630 -2.842 0.146 0.36 0.14 -0.19 -0.413
C 3.066 -0.476 -0.629 -0.02 0.01 0.07 -0.122
C 2.732 1.571 0.619 -0.07 0.11 0.09 -0.195
C 0.892 2.892 -0.245 0.15 -0.02 -0.01 -0.318
C 0.762 0.231 3.441 -0.40 -0.57 -1.04 -0.996
C 3.450 2.521 -4.367 -0.10 -0.01 0.02 -0.082
C 4.242 -0.710 0.075 -0.06 0.04 0.08 -0.086
C 1.270 3.378 -4.903 0.05 -0.03 0.02 -0.092
C 2.624 3.266 -5.199 0.00 -0.04 0.06 -0.094
C 2.506 -3.723 2.424 -0.02 -0.10 -0.73 -0.505
C -2.937 -1.617 -3.165 -0.03 0.07 0.16 -0.297
C 1.582 2.015 -2.929 -0.07 -0.04 -0.04 -0.370
C 1.896 2.787 0.726 0.03 -0.05 0.00 -0.191
C 0.754 2.748 -3.779 0.13 -0.07 -0.02 -0.136
C 0.144 4.052 -0.360 0.00 0.01 0.12 -0.123
C 1.282 4.959 1.563 0.00 -0.07 -0.06 -0.076
C -2.712 2.596 1.069 0.38 -0.37 0.04 -0.256
H 3.031 3.754 -6.077 -0.02 -0.03 0.04 0.100
H -4.064 0.939 1.065 0.00 -0.04 -0.07 0.085
H -1.158 -3.852 -3.307 0.03 0.01 -0.01 0.038
H 5.560 0.000 1.616 -0.05 0.01 -0.03 0.103
H -3.368 0.160 -1.107 -0.06 -0.03 -0.05 0.025
H 0.188 -3.446 -2.214 0.04 -0.02 0.03 0.014
H 2.746 -1.171 -1.396 -0.02 -0.05 -0.01 0.105
H -0.154 -2.414 -3.611 -0.04 -0.06 0.06 0.037
H 4.840 -1.586 -0.145 -0.03 0.01 0.03 0.101
H -0.235 6.007 0.453 0.03 -0.08 0.02 0.102
H -4.351 -2.148 -0.302 -0.03 -0.01 0.04 0.068
H 4.226 2.013 2.104 -0.01 -0.03 0.00 0.108
H 2.807 3.720 2.441 -0.11 0.02 -0.10 0.109
H 4.505 2.426 -4.595 -0.02 0.00 0.01 0.102
H -1.904 -4.000 -0.489 0.00 -0.02 0.00 0.061
H 0.618 3.954 -5.549 0.02 -0.03 0.03 0.101
H -4.405 2.156 -0.165 -0.14 0.06 -0.09 0.106
H -1.241 -3.778 1.875 -0.08 0.01 0.03 0.011
H -1.610 -2.943 3.385 -0.08 -0.04 -0.07 0.038
H 1.063 -2.497 3.126 0.21 0.05 0.05 0.075
H -0.592 4.156 -1.148 -0.04 0.01 -0.01 0.097
H -3.920 -1.196 3.551 -0.04 -0.03 -0.06 0.041
H -4.791 -2.560 2.812 0.00 0.03 0.00 0.038
H -2.336 3.333 0.361 0.08 0.08 -0.04 0.089
H 4.036 -4.980 2.058 0.07 -0.04 -0.12 0.107
H -2.316 1.382 -1.260 0.05 0.02 -0.02 0.048
H -3.309 3.132 1.806 -0.14 0.14 0.15 0.108
H 1.413 5.756 2.286 0.00 -0.06 -0.06 0.103
H 2.170 -3.035 4.319 0.06 0.08 -0.07 0.117
H -1.883 1.227 2.355 0.13 0.10 -0.08 0.063
H -3.196 -2.508 -3.743 0.01 0.03 0.04 0.035
H -3.190 -3.932 -1.690 -0.08 -0.12 -0.06 0.073
H 3.590 1.331 -2.590 0.04 -0.02 0.06 0.093
H -0.923 2.517 2.106 -0.01 -0.10 -0.11 0.078
H 3.823 -4.600 3.724 0.01 -0.04 0.01 0.106
H -4.199 -3.667 0.571 -0.12 -0.15 0.01 0.074
H -2.794 -4.091 2.701 0.03 -0.01 0.02 0.041
H -0.303 2.828 -3.561 -0.09 0.03 0.00 0.087
H -2.487 -0.880 -3.838 -0.07 -0.08 0.06 0.034
H -3.865 -1.184 -2.773 0.09 -0.05 -0.05 0.022
H -4.939 -0.925 2.131 0.03 -0.04 0.03 0.023
```
Forces are in eV/Å.

Values from the calculation:
HOMO-LUMO gap: 7.1 eV
LUMO: 0.14 eV
HOMO energy: -0.2547 hartree
total charge: 0


Record 4
Here is C4H10NPS in the gas phase from OMol25. Energies are from wB97M-V/def2-TZVPD.

Geometry as XYZ:
```
17
Properties=species:S:1:pos:R:3:forces:R:3:lowdin_charge:R:1
S -3.128 -0.479 -0.483 -0.15 0.26 -0.26 0.653
P 0.514 0.487 0.455 -0.06 1.66 -0.68 0.862
N 1.704 0.559 -0.650 -2.45 2.00 0.26 -0.310
C 2.650 -0.422 -0.798 1.02 -1.23 -2.64 -0.299
C 0.085 -1.211 0.906 -0.48 -1.63 -1.64 -0.298
C -1.095 1.359 -0.332 2.07 -3.75 -1.95 -0.348
C -2.333 0.878 0.403 0.20 -0.85 -3.54 -0.696
H -1.042 -1.306 0.674 1.83 -0.49 -0.15 -0.014
H -2.169 0.529 1.325 1.23 -1.27 3.67 -0.003
H 3.660 -0.132 -0.595 0.80 0.69 -0.04 0.064
H 0.829 -1.938 0.300 -2.26 1.38 1.37 0.083
H 0.145 -1.423 1.965 0.43 0.10 0.20 0.019
H -1.029 1.108 -1.497 -0.44 0.58 2.52 0.115
H 2.466 -1.195 -0.139 -0.02 -2.31 1.24 -0.005
H -0.960 2.372 -0.176 0.34 2.08 0.11 0.024
H 2.663 -0.865 -1.877 -0.08 0.76 1.57 0.119
H -2.958 1.679 0.518 -1.98 2.02 -0.05 0.032
```
Forces are in eV/Å.

Values from the calculation:
HOMO-LUMO gap (spin up / spin down): 8.6 / 5.2 eV
LUMO (spin up / spin down): -0.53 / -2.19 eV
HOMO energy (spin up / spin down): -0.3355 / -0.2708 hartree
total charge: 0


Record 5
Here is C6H9NO in the gas phase from OMol25. Energies are from wB97M-V/def2-TZVPD.

Geometry as XYZ:
```
17
Properties=species:S:1:pos:R:3:forces:R:3:lowdin_charge:R:1
O 1.044 1.788 0.062 -0.65 0.08 0.10 0.093
N 2.118 -0.935 0.484 0.91 0.15 -0.06 0.159
C -0.222 -0.169 0.162 1.25 -0.33 -1.11 -0.182
C -0.013 1.281 0.390 0.22 0.45 0.57 -0.420
C 1.085 -1.547 -1.574 0.15 -0.02 0.00 -0.042
C -1.412 -0.757 0.088 0.32 0.07 0.14 0.105
C -1.101 2.044 1.099 0.17 0.32 -0.15 -0.015
C 1.105 -0.850 -0.252 -1.51 -0.47 0.60 -0.399
H 0.357 -2.355 -1.569 -0.12 -0.06 -0.07 0.073
H 0.809 -0.843 -2.356 -0.06 0.02 -0.11 0.088
H -2.332 -0.224 0.270 -0.07 0.09 0.17 0.069
H 2.104 -0.377 1.334 -0.45 -0.08 0.07 0.062
H -0.748 3.050 1.315 -0.03 0.00 -0.03 0.085
H -1.377 1.546 2.026 -0.04 -0.08 0.02 0.090
H -1.503 -1.801 -0.167 -0.01 -0.12 -0.09 0.073
H -1.985 2.105 0.467 -0.12 0.01 0.00 0.084
H 2.071 -1.957 -1.777 0.02 -0.02 -0.03 0.079
```
Forces are in eV/Å.

Values from the calculation:
HOMO-LUMO gap: 9.6 eV
structure (SMILES): [H]/N=C(/C)C(=C)C(C)=O
LUMO: 0.10 eV
HOMO energy: -0.3500 hartree
total charge: 0


One value per record, in order, for energy above the lowest of the compared OMol25 structures with the same formula, charge and spin: 0.3, 5.1, 8.0, 89.5, 28.5 kcal per mole.